1.
Computed, not measured: C4H6O in the gas phase at a distorted geometry, with the ωB97M-V functional and the def2-TZVPD basis.

Element x y z (Å)
1 C -0.7517 -0.6033 -0.0308
2 C 0.9459 -1.0409 -0.0596
3 C -1.8305 0.3297 0.0047
4 C 1.7452 0.2021 0.0213
5 O -3.0772 -0.0608 0.0248
6 H -1.2959 -1.6739 -0.0695
7 H -1.7765 1.3914 0.0787
8 H 1.7683 0.5276 0.9810
9 H 1.3486 1.0226 -0.4969
10 H 2.8845 -0.0041 -0.3807
11 H -3.2790 -1.0454 0.1921

Force components x, y, z for each atom (eV/Å):
C -0.6 -2.6 -0.1
C -4.2 2.1 0.2
C 4.4 -2.7 0.2
C 3.1 -2.5 -3.7
O -2.5 -1.7 0.5
H 1.3 2.1 0.1
H 0.3 0.7 -0.2
H 0.3 0.7 3.4
H -0.6 1.2 -1.1
H -2.7 0.6 1.2
H 1.2 2.1 -0.5

Its energy above the lowest of the compared OMol25 structures with the same formula, charge and spin is 5.717 eV. The calculation puts the HOMO energy at -8.80 eV. The net charge is 0. The value obtained for the orbital gap is 8.3 eV. Its LUMO energy is -0.46 eV.


2.
Computed, not measured: 2 unconnected molecules or ions with the total composition C6H16O at a distorted geometry, with the ωB97M-V functional and the def2-TZVPD basis.

Element x y z (Å)
1 C -0.8320 2.2944 -0.5249
2 C -0.2388 0.8530 -0.5678
3 C 0.5133 0.4125 0.7304
4 C -0.3430 0.6446 1.9703
5 C 0.9417 -1.0536 0.6425
6 C -0.1071 -2.0920 0.2739
7 H -1.9107 2.2856 -0.7000
8 H -0.6318 2.8788 0.3734
9 H -0.3991 2.8267 -1.3629
10 H 0.4461 0.8846 -1.4054
11 H -1.0290 0.1443 -0.8299
12 H 1.3532 1.1068 0.6711
13 H -1.0331 -0.2006 2.0803
14 H -0.9237 1.5605 1.9064
15 H 0.2389 0.5961 2.8913
16 H 1.8086 -1.1650 -0.0187
17 H 1.4430 -1.2574 1.5943
18 H -1.1000 -1.6641 0.1486
19 H 0.1750 -2.7270 -0.5613
20 H -0.2568 -2.8110 1.0770
21 O 0.8011 -1.0224 -3.1012
22 H 0.0359 -1.6041 -3.1130
23 H 1.0484 -0.8905 -2.1746

Force components x, y, z for each atom (eV/Å):
C -0.1 -0.5 -0.4
C -0.5 0.5 0.7
C -1.1 0.6 -1.5
C 0.0 -0.7 0.0
C 1.6 0.3 0.2
C -0.4 -0.5 0.9
H 0.1 0.0 0.2
H 0.1 -0.2 0.0
H 0.0 0.4 -0.1
H 0.3 -0.4 -0.1
H 0.0 0.1 0.1
H 0.5 -0.3 0.7
H -0.2 0.2 -0.2
H 0.1 0.0 0.3
H 0.2 0.4 0.0
H -0.2 0.3 -0.4
H -0.4 -0.4 0.2
H 0.0 0.0 -0.4
H -0.1 0.3 -0.4
H 0.1 0.0 0.3
O 0.3 0.1 0.0
H 0.0 0.0 0.2
H -0.3 -0.2 -0.3

Its energy above the lowest of the compared OMol25 structures with the same formula, charge and spin is 0.606 eV. As for the SMILES: CCC(C)CC.O. The calculation puts the HOMO energy at -10.79 eV. The net charge is 0. The value obtained for the orbital gap is 11.7 eV. Its LUMO energy is 0.93 eV.


3.
Computed, not measured: a molecular structure, C3H4BiO4 at a distorted geometry, with the ωB97M-V functional and the def2-TZVPD basis.

Element x y z (Å)
1 Bi 2.2965 0.8193 0.8805
2 O 0.7355 -0.2701 1.5477
3 O -1.9643 1.0105 0.7089
4 C -2.6687 0.0380 0.0488
5 C -1.7245 -0.7994 -0.8166
6 O -0.5846 -1.1514 -0.0089
7 C 0.1759 -0.1352 0.3910
8 H -3.1705 -0.6756 0.7487
9 H -3.4404 0.4348 -0.6563
10 H -1.3578 -0.2070 -1.6657
11 H -2.1809 -1.7464 -1.1336
12 O 0.8399 0.5405 -0.4915

Force components x, y, z for each atom (eV/Å):
Bi 5.0 2.4 1.2
O -2.2 -0.4 0.5
O -0.4 -0.4 -0.1
C 0.1 -0.6 -1.0
C 0.2 0.0 -0.5
O -0.3 1.5 1.1
C -0.3 -4.1 -1.3
H 0.1 0.8 0.1
H 0.1 0.1 0.9
H -0.2 -0.3 0.0
H 0.3 0.4 0.0
O -2.3 0.5 -1.0

Its energy above the lowest of the compared OMol25 structures with the same formula, charge and spin is 1.075 eV. The calculation puts the HOMO energy (alpha / beta) at -13.01 / -15.29 eV. The net charge is +1. The value obtained for the orbital gap (alpha / beta) is 6.9 / 9.1 eV. Its LUMO energy (alpha / beta) is -6.11 / -6.17 eV.


4.
Computed, not measured: a molecular structure, C18H26CoN2Si at a distorted geometry, with the ωB97M-V functional and the def2-TZVPD basis.

Element x y z (Å)
1 C -2.5417 -1.3687 0.6037
2 C -1.9397 1.0592 -2.1413
3 H -3.0515 -2.0944 -0.0634
4 H -3.3265 -0.8231 1.1582
5 H -1.9560 -1.9177 1.3558
6 H -1.7718 2.1429 -2.0316
7 H -1.4554 0.7407 -3.0788
8 H -3.0379 0.9217 -2.2852
9 C -0.2910 -2.8200 -0.5922
10 C 0.6953 -3.8144 -0.5456
11 C 1.8897 -3.6011 -1.2214
12 C 2.0572 -2.3762 -1.8547
13 H -1.2656 -3.0328 -0.1751
14 H 0.5010 -4.7216 0.0205
15 H 2.6694 -4.3663 -1.2441
16 H 2.9709 -2.1633 -2.4025
17 N -0.0943 -1.5838 -1.0885
18 C 1.0965 -1.3514 -1.7221
19 C 1.4323 0.0106 -2.2090
20 N 0.7439 1.0461 -1.7040
21 C 0.9589 2.2832 -2.1249
22 C 2.7370 1.5595 -3.5594
23 C 1.9409 2.5993 -3.0731
24 H 0.2991 3.0506 -1.7111
25 H 2.0668 3.6289 -3.3849
26 C 2.4794 0.2528 -3.1439
27 H 3.0669 -0.5875 -3.4943
28 H 3.5403 1.7635 -4.2646
29 Co -1.6908 -0.0911 -0.5909
30 C -1.4315 3.0993 0.3112
31 H -2.1186 3.3449 -0.5090
32 H -0.4723 3.6131 0.1223
33 H -1.8631 3.5162 1.2356
34 C 1.2810 -0.8303 2.4500
35 Si -0.2658 0.1403 2.8125
36 C -1.5399 -0.8722 3.7484
37 C 0.0779 1.6720 3.8085
38 C -0.9578 0.6084 1.0902
39 C -1.2999 1.6502 0.4006
40 H 1.5596 -1.4480 3.3165
41 H 2.0957 -0.1225 2.2465
42 H 1.1617 -1.4799 1.5710
43 H -1.4804 -0.5579 4.8098
44 H -2.5666 -0.6665 3.3976
45 H -1.3569 -1.9583 3.6957
46 H 1.1533 1.8950 3.7937
47 H -0.4702 2.5390 3.4159
48 H -0.2295 1.5119 4.8513

Force components x, y, z for each atom (eV/Å):
C -1.7 -1.0 0.4
C -1.7 0.7 -1.3
H -0.1 0.0 0.4
H 0.1 -0.3 -0.2
H -0.1 0.2 -0.3
H -0.1 -0.5 -0.2
H -0.1 -0.1 0.3
H 0.3 0.3 -0.3
C 0.7 0.0 -0.1
C -0.3 0.3 -0.2
C -0.2 0.1 0.1
C -0.1 0.4 0.1
H 0.2 0.2 0.0
H 0.0 0.1 -0.3
H -0.2 0.3 0.0
H -0.2 -0.2 0.2
N 1.1 -0.6 -0.8
C -0.1 -1.0 0.7
C 0.6 1.6 -0.6
N 0.3 -0.8 0.0
C 0.5 -0.1 -0.5
C -0.3 -0.1 0.2
C -0.2 -0.4 0.4
H 0.3 -0.2 -0.2
H 0.1 -0.1 -0.1
C -0.7 -0.1 0.7
H 0.0 0.3 -0.2
H -0.2 -0.1 0.1
Co 1.7 0.2 0.2
C -0.4 0.7 -0.7
H 0.2 0.3 0.2
H -0.3 -0.3 0.1
H 0.2 -0.3 -0.2
C 0.3 -0.1 0.2
Si -0.9 -0.4 -1.5
C -0.2 0.0 0.4
C 0.2 0.4 0.1
C -0.1 3.6 0.2
C 1.2 -2.9 3.0
H 0.1 0.1 -0.2
H 0.0 -0.2 0.0
H 0.0 0.2 0.3
H -0.1 -0.3 -0.4
H 0.5 -0.1 0.1
H -0.1 0.4 0.0
H -0.2 0.1 0.0
H 0.2 -0.2 0.1
H 0.1 0.1 -0.2

The calculation puts the HOMO energy (alpha / beta) at -6.35 / -7.66 eV. The net charge is 0. The value obtained for the orbital gap (alpha / beta) is 6.2 / 7.5 eV. As for the multiplicity: 4. Its LUMO energy (alpha / beta) is -0.12 / -0.17 eV.


5.
Computed, not measured: 2 unconnected molecules or ions with the total composition C3H2Br2ClF at a distorted geometry, with the ωB97M-V functional and the def2-TZVPD basis.

Element x y z (Å)
1 C -0.1420 -0.3061 0.7067
2 C -1.2027 1.0239 -0.5160
3 C 1.1494 -0.3227 0.2619
4 F -2.4247 0.5561 -0.3252
5 Cl -0.9608 2.5913 -0.7947
6 Br -1.2987 -1.6986 0.8893
7 Br 1.6605 -1.7605 -1.1490
8 H 1.4614 0.6147 -0.1434
9 H 1.7576 -0.6983 1.0704

Force components x, y, z for each atom (eV/Å):
C -4.8 2.8 -2.6
C 1.4 -5.4 2.0
C 2.8 -1.4 -0.1
F -0.7 1.0 -0.3
Cl 0.2 2.2 0.1
Br 0.3 -0.4 0.6
Br -0.4 0.6 0.3
H 0.4 0.4 -0.2
H 0.8 0.1 0.1

Its energy above the lowest of the compared OMol25 structures with the same formula, charge and spin is 2.000 eV. The calculation puts the HOMO energy (alpha / beta) at -7.75 / -10.00 eV. The net charge is 0. The value obtained for the orbital gap (alpha / beta) is 8.1 / 7.9 eV. As for the multiplicity: 3. Its LUMO energy (alpha / beta) is 0.39 / -2.05 eV.


6.
Computed, not measured: 2 unconnected molecules or ions with the total composition C3H10S2Si at a distorted geometry, with the ωB97M-V functional and the def2-TZVPD basis.

Element x y z (Å)
1 Si 3.2595 0.5495 0.3023
2 S 2.5921 -1.2624 0.5226
3 H 3.5458 1.4622 1.4121
4 H 3.4307 0.9990 -1.0367
5 C -2.2037 -0.1358 -0.9605
6 C -1.6970 0.5287 0.3732
7 C -0.1579 0.5738 0.5189
8 S 0.4670 1.4831 -0.8830
9 H -3.3274 -0.0820 -0.9295
10 H -1.7152 0.3310 -1.8908
11 H -1.8626 -1.2360 -1.0658
12 H -1.9641 -0.1682 1.1385
13 H -2.0318 1.5815 0.3950
14 H -0.1200 1.0004 1.5484
15 H 0.3159 -0.4399 0.4971
16 H 1.6965 1.8866 -0.3967

Force components x, y, z for each atom (eV/Å):
Si -0.4 -1.3 0.4
S 0.5 -0.3 0.3
H 0.1 0.3 -0.1
H 0.7 0.7 -0.7
C 0.8 -0.5 -0.5
C 1.0 -0.8 -2.5
C -1.0 -0.9 0.8
S 1.0 0.9 0.4
H 1.2 -0.1 -0.6
H -1.2 -0.3 1.3
H -0.7 1.6 0.6
H -0.9 0.3 1.0
H -0.4 -0.7 0.6
H 1.1 0.1 -0.9
H -0.7 0.9 0.2
H -1.1 0.1 -0.3

Its energy above the lowest of the compared OMol25 structures with the same formula, charge and spin is 2.178 eV. As for the SMILES: [SiH2]=S.CCCS. The calculation puts the HOMO energy at -9.06 eV. The net charge is 0. The value obtained for the orbital gap is 8.4 eV. Its LUMO energy is -0.66 eV.


7.
Computed, not measured: a gas-phase ion, C6H11N2O3 (charge +1) at a distorted geometry, with the ωB97M-V functional and the def2-TZVPD basis.

Element x y z (Å)
1 C 1.1516 1.1596 -0.2877
2 C -0.8279 1.3683 -1.2457
3 C 1.0655 0.0721 0.6815
4 C -1.4762 -0.4053 0.1979
5 C 0.0421 -0.9512 0.2023
6 C 0.1943 -2.0697 1.1559
7 N 1.9704 2.0585 -0.6811
8 N -1.0596 2.2289 -2.1693
9 O 1.5927 2.9770 -1.6183
10 O 3.1083 2.1471 -0.2444
11 O -1.7488 0.6714 -0.7063
12 H 2.0061 -0.4392 0.8055
13 H 0.8094 0.4803 1.6228
14 H -1.9577 -1.3294 -0.2234
15 H -1.8590 -0.1580 1.1429
16 H 0.1832 -1.2015 -0.9260
17 H -0.7835 -2.4464 1.6085
18 H 0.8545 -1.7892 1.9183
19 H 0.7646 -2.9499 0.6815
20 H -1.8053 2.5490 -2.7710
21 H -0.1817 2.7476 -2.2590
22 H 2.4466 3.2614 -2.0588

Force components x, y, z for each atom (eV/Å):
C -4.2 1.0 -2.6
C 2.1 -1.0 2.5
C 0.2 0.3 -1.6
C 2.3 -3.2 -1.3
C -1.6 1.9 -2.0
C -1.0 -3.7 -0.6
N 0.5 -0.7 0.7
N 2.4 1.1 -0.1
O 0.2 0.7 -1.2
O 0.9 0.1 0.2
O -0.2 0.2 -0.8
H 0.7 0.1 -0.2
H -0.5 0.3 1.2
H -0.3 1.3 0.5
H -0.5 0.4 1.3
H 0.2 0.2 2.0
H 1.3 0.3 -0.6
H 0.5 0.4 1.5
H -1.2 1.1 0.5
H -0.8 -0.7 0.5
H -0.3 0.2 -0.7
H -0.9 -0.4 0.8

Its energy above the lowest of the compared OMol25 structures with the same formula, charge and spin is 6.564 eV. The calculation puts the HOMO energy at -13.43 eV. The net charge is +1. The value obtained for the orbital gap is 9.0 eV. Its LUMO energy is -4.39 eV.


8.
Computed, not measured: 2 unconnected molecules or ions with the total composition C3H3ClN2S at a distorted geometry, with the ωB97M-V functional and the def2-TZVPD basis.

Element x y z (Å)
1 C -0.1539 0.3897 0.1718
2 C -1.3891 -0.4326 0.0381
3 C 0.2487 -1.4407 -0.8368
4 N 0.8351 -0.3665 -0.4001
5 N -1.1388 -1.4990 -0.6613
6 S 0.9856 1.7786 1.9560
7 Cl 2.4652 2.4930 0.8775
8 H -0.2514 1.4251 -0.1067
9 H -2.3784 -0.1314 0.3231
10 H 0.7770 -2.2163 -1.3616

Force components x, y, z for each atom (eV/Å):
C 0.5 0.9 0.7
C -0.1 -0.3 0.2
C 0.7 1.1 0.1
N 1.0 -0.7 -0.5
N -0.5 0.8 0.9
S -1.6 -1.6 -0.5
Cl 0.3 0.0 -0.5
H 0.0 0.2 -0.5
H -0.3 0.0 0.1
H 0.1 -0.2 0.0

Its energy above the lowest of the compared OMol25 structures with the same formula, charge and spin is 3.167 eV. The calculation puts the HOMO energy at -9.34 eV. The net charge is 0. The value obtained for the orbital gap is 6.8 eV. Its LUMO energy is -2.56 eV.